C9H9N5OsS2 | wB97M-V/def2-TZVPD

Frontier orbital gap (spin up / spin down)   0.246 / 0.215 Eh
2S+1   5
Charge   +2
Highest occupied orbital energy (spin up / spin down)   -15.6 / -15.9 eV
E_LUMO (spin up / spin down)   -8.9 / -10.0 eV
Max |F|   2.26 eV/Å
Electronic energy   -1508.4231 a.u.

```
26
C9H9N5OsS2 | the Open Molecules 2025 dataset | wB97M-V/def2-TZVPD
Os 1.43381 -1.64902 -0.56700
C -0.64237 2.07683 -0.36869
C -0.09073 0.71723 -0.25819
N 0.98496 0.30467 -0.86275
N 1.71242 1.10344 -1.64549
C 2.67044 0.53389 -2.32378
N 3.45207 1.23392 -3.11918
S 2.98292 -1.21530 -2.19033
C -0.80782 -0.41210 0.50999
C -1.80369 0.02984 1.52435
C -1.79606 -0.48495 2.78556
C -0.82074 -1.42030 3.16485
C 0.16852 -1.79172 2.23577
N 0.23047 -1.30554 1.01832
H -0.10264 2.65383 -1.11343
H -0.56291 2.57650 0.60273
H -1.70306 2.03968 -0.62768
H 3.32004 2.22831 -3.23225
H 4.19522 0.79267 -3.63630
H -2.56411 0.72988 1.20401
H -2.54358 -0.17275 3.50297
H -0.80899 -1.84586 4.15767
H 0.93919 -2.50104 2.51980
S -3.91139 -1.66454 -1.64735
C -2.53171 -1.36995 -1.03381
N -1.40026 -1.18761 -0.59977
```